{
  "formula": "C54H120F2N7NaO4S2",
  "method": "the ωB97M-V functional and the def2-TZVPD basis",
  "total_charge": 6,
  "max_force_ev_per_a": 11.0,
  "relative_energy_kcal_mol": 67.07,
  "gap_ev": 7.95,
  "lumo_energy_ha": -0.383,
  "molar_mass_g_mol": 1056.72,
  "species": ["Na", "C", "C", "C", "N", "C", "C", "C", "C", "C", "C", "H", "H", "H", "H", "H", "H", "H", "H", "H", "H", "H", "H", "H", "H", "H", "H", "H", "H", "H", "H", "C", "C", "C", "N", "C", "C", "C", "C", "C", "C", "H", "H", "H", "H", "H", "H", "H", "H", "H", "H", "H", "H", "H", "H", "H", "H", "H", "H", "H", "H", "C", "C", "C", "N", "C", "C", "C", "C", "C", "C", "H", "H", "H", "H", "H", "H", "H", "H", "H", "H", "H", "H", "H", "H", "H", "H", "H", "H", "H", "H", "C", "C", "C", "N", "C", "C", "C", "C", "C", "C", "H", "H", "H", "H", "H", "H", "H", "H", "H", "H", "H", "H", "H", "H", "H", "H", "H", "H", "H", "H", "C", "C", "C", "N", "C", "C", "C", "C", "C", "C", "H", "H", "H", "H", "H", "H", "H", "H", "H", "H", "H", "H", "H", "H", "H", "H", "H", "H", "H", "H", "C", "C", "C", "N", "C", "C", "C", "C", "C", "C", "H", "H", "H", "H", "H", "H", "H", "H", "H", "H", "H", "H", "H", "H", "H", "H", "H", "H", "H", "H", "N", "S", "O", "O", "F", "S", "O", "O", "F"],
  "positions_angstrom": [[-4.14, 1.83, 4.09], [4.26, 5.31, 6.30], [4.30, 6.24, 5.12], [5.67, 6.03, 4.37], [5.74, 6.79, 2.99], [4.51, 6.54, 1.99], [4.61, 5.11, 1.43], [5.95, 4.87, 0.64], [7.10, 5.20, 1.52], [7.11, 6.57, 2.25], [5.61, 8.38, 3.30], [4.75, 5.79, 7.16], [4.66, 4.30, 6.20], [3.23, 5.10, 6.57], [4.11, 7.29, 5.36], [3.54, 5.88, 4.43], [5.87, 5.01, 4.03], [6.53, 6.42, 4.93], [3.67, 6.91, 2.58], [4.70, 7.24, 1.18], [4.41, 4.50, 2.31], [3.74, 5.07, 0.77], [5.89, 3.84, 0.29], [5.97, 5.53, -0.23], [7.11, 4.28, 2.11], [7.92, 5.18, 0.81], [7.94, 6.80, 2.91], [7.21, 7.38, 1.52], [5.72, 8.93, 2.37], [6.43, 8.76, 3.92], [4.61, 8.55, 3.72], [1.26, -2.98, 6.52], [1.20, -4.23, 5.63], [2.62, -4.84, 5.57], [2.68, -6.21, 4.83], [2.34, -7.34, 5.83], [2.69, -8.76, 5.22], [4.18, -8.79, 4.94], [4.54, -7.81, 3.80], [4.18, -6.38, 4.34], [1.80, -6.32, 3.58], [1.72, -2.09, 6.10], [1.50, -3.21, 7.56], [0.23, -2.63, 6.59], [0.77, -4.07, 4.64], [0.51, -4.93, 6.09], [3.14, -4.81, 6.53], [3.24, -4.21, 4.93], [2.99, -7.15, 6.68], [1.32, -7.20, 6.16], [2.35, -9.59, 5.84], [2.14, -9.06, 4.33], [4.83, -8.77, 5.81], [4.43, -9.76, 4.50], [5.62, -7.85, 3.67], [4.15, -8.07, 2.82], [4.78, -6.13, 5.22], [4.39, -5.55, 3.66], [0.74, -6.33, 3.85], [2.20, -7.14, 2.98], [2.10, -5.45, 3.01], [-3.72, 15.21, -1.05], [-3.30, 13.92, -1.72], [-2.19, 13.14, -0.96], [-1.92, 11.67, -1.44], [-0.59, 11.21, -0.85], [-0.31, 9.73, -1.07], [-1.43, 8.81, -0.62], [-2.80, 9.29, -1.18], [-3.13, 10.77, -0.97], [-1.80, 11.72, -2.93], [-4.23, 15.14, -0.09], [-4.44, 15.62, -1.76], [-2.95, 15.99, -1.02], [-3.06, 14.11, -2.76], [-4.30, 13.49, -1.69], [-2.54, 13.03, 0.07], [-1.24, 13.66, -0.93], [-0.58, 11.35, 0.23], [0.24, 11.85, -1.15], [0.64, 9.47, -0.59], [-0.17, 9.55, -2.14], [-1.42, 8.70, 0.46], [-1.17, 7.82, -0.99], [-3.55, 8.62, -0.76], [-2.87, 9.14, -2.26], [-3.33, 10.92, 0.09], [-4.03, 11.07, -1.50], [-0.93, 12.31, -3.22], [-2.74, 12.12, -3.31], [-1.58, 10.68, -3.14], [8.96, -6.13, -1.35], [8.38, -5.02, -2.23], [7.03, -5.45, -2.86], [6.23, -4.29, -3.52], [4.91, -4.91, -4.22], [3.67, -5.02, -3.36], [3.40, -3.75, -2.57], [4.69, -3.43, -1.69], [5.96, -3.11, -2.53], [7.03, -3.75, -4.68], [8.22, -6.37, -0.59], [9.88, -5.71, -0.94], [9.00, -7.04, -1.96], [9.05, -4.76, -3.05], [8.38, -4.04, -1.75], [6.42, -5.79, -2.02], [7.13, -6.23, -3.61], [5.13, -5.81, -4.79], [4.65, -4.12, -4.92], [3.77, -5.84, -2.65], [2.78, -5.34, -3.88], [2.51, -3.95, -1.96], [3.06, -2.97, -3.25], [4.93, -4.15, -0.91], [4.64, -2.46, -1.19], [6.83, -2.93, -1.91], [5.79, -2.20, -3.10], [7.25, -4.57, -5.37], [7.92, -3.16, -4.43], [6.48, -3.01, -5.25], [-5.88, -7.76, 0.48], [-4.52, -8.50, 0.71], [-4.83, -10.01, 0.86], [-3.65, -11.00, 0.51], [-3.18, -10.91, -0.98], [-4.37, -11.27, -1.89], [-4.75, -12.78, -1.68], [-5.25, -12.92, -0.24], [-4.12, -12.51, 0.81], [-2.44, -10.71, 1.42], [-6.52, -8.28, -0.24], [-5.82, -6.71, 0.20], [-6.39, -7.64, 1.43], [-4.01, -8.09, 1.57], [-3.90, -8.22, -0.14], [-5.58, -10.44, 0.19], [-5.19, -10.31, 1.85], [-2.76, -9.94, -1.25], [-2.37, -11.63, -1.10], [-5.17, -10.54, -1.84], [-4.02, -11.22, -2.92], [-5.53, -13.14, -2.34], [-3.84, -13.37, -1.71], [-6.20, -12.39, -0.09], [-5.55, -13.97, -0.23], [-4.54, -12.50, 1.81], [-3.20, -13.10, 0.86], [-1.92, -9.82, 1.07], [-1.78, -11.57, 1.47], [-2.75, -10.69, 2.47], [-8.16, 4.00, -8.20], [-7.38, 4.37, -6.96], [-8.11, 4.16, -5.54], [-7.16, 3.97, -4.28], [-6.58, 2.59, -4.27], [-5.80, 2.37, -2.95], [-6.76, 2.38, -1.70], [-7.38, 3.80, -1.63], [-8.02, 4.28, -3.03], [-5.97, 5.03, -4.25], [-8.22, 2.93, -8.40], [-7.77, 4.45, -9.11], [-9.20, 4.31, -8.09], [-7.08, 5.40, -7.14], [-6.44, 3.80, -6.94], [-8.77, 3.30, -5.60], [-8.67, 5.08, -5.41], [-7.43, 1.91, -4.36], [-6.08, 2.47, -5.24], [-5.23, 1.46, -3.15], [-4.94, 3.00, -2.73], [-7.54, 1.66, -1.94], [-6.30, 1.96, -0.81], [-8.05, 3.93, -0.78], [-6.60, 4.48, -1.29], [-8.91, 3.68, -3.21], [-8.31, 5.33, -3.06], [-5.25, 4.65, -4.97], [-5.42, 4.90, -3.31], [-6.37, 6.04, -4.28], [-2.33, 0.27, 1.40], [-2.11, -1.27, 0.73], [-1.83, -2.39, 1.63], [-1.79, -1.29, -0.68], [-3.69, -1.70, 0.67], [-0.91, 0.65, 1.21], [-0.63, 1.61, 0.10], [0.15, -0.23, 1.65], [-0.91, 1.74, 2.50]],
  "lowdin_charge": [0.9383, -0.0988, -0.2185, -0.0742, -0.2094, -0.0865, -0.1490, -0.1913, -0.1784, -0.0593, 0.0419, 0.0904, 0.0840, 0.0805, 0.1109, 0.0952, 0.1160, 0.1361, 0.1126, 0.1242, 0.1090, 0.1176, 0.1231, 0.1208, 0.1199, 0.1289, 0.1368, 0.1284, 0.0949, 0.1093, 0.0852, -0.0898, -0.2215, -0.1128, -0.2403, -0.0641, -0.1498, -0.1987, -0.1443, -0.0751, 0.0322, 0.0822, 0.0897, 0.0739, 0.1061, 0.1072, 0.1398, 0.1229, 0.1336, 0.1275, 0.1259, 0.1099, 0.1326, 0.1213, 0.1224, 0.1105, 0.1335, 0.1202, 0.1123, 0.0877, 0.1069, -0.0967, -0.2434, -0.0805, -0.2386, -0.1158, -0.1839, -0.1746, -0.1577, -0.0651, 0.0262, 0.0913, 0.0907, 0.0879, 0.1127, 0.1123, 0.1281, 0.1391, 0.1399, 0.1405, 0.1245, 0.1119, 0.1148, 0.1139, 0.1173, 0.1083, 0.1363, 0.1328, 0.1294, 0.1074, 0.0912, -0.0668, -0.2434, -0.1008, -0.2080, -0.0595, -0.2052, -0.1547, -0.1311, -0.0841, -0.0124, 0.0717, 0.0932, 0.0888, 0.1097, 0.0971, 0.1209, 0.1392, 0.1412, 0.1250, 0.1130, 0.1313, 0.1117, 0.1192, 0.1084, 0.1099, 0.1147, 0.1334, 0.1189, 0.1136, 0.1051, -0.0824, -0.2021, -0.0940, -0.2227, -0.0959, -0.1573, -0.1602, -0.1501, -0.0297, 0.0027, 0.0788, 0.0751, 0.0774, 0.1054, 0.1000, 0.0946, 0.1383, 0.1199, 0.1342, 0.1135, 0.1208, 0.1273, 0.1196, 0.1121, 0.1242, 0.1236, 0.1256, 0.0990, 0.0964, 0.1061, -0.0943, -0.2233, -0.0573, -0.2450, -0.1036, -0.1545, -0.1542, -0.1335, -0.0663, 0.0552, 0.0817, 0.0896, 0.0839, 0.1080, 0.0892, 0.1316, 0.1281, 0.1397, 0.1301, 0.1189, 0.1038, 0.1098, 0.1101, 0.1130, 0.0949, 0.1293, 0.1298, 0.1046, 0.0739, 0.1118, -0.2900, 0.5878, -0.2940, -0.2593, -0.2467, 0.4511, -0.3146, -0.2857, -0.2952]
}